13
Properties=species:S:1:pos:R:3:forces:R:3 method="wB97M-V/def2-TZVPD" e_above_lowest_kj_mol=195.80 e_tot_ev=-7797.6151
H -0.880606 1.419286 1.973934 -1.11 -1.43 -3.56
N -1.039748 0.985734 0.855656 0.60 2.19 4.75
C 0.040650 0.395840 0.637812 -0.10 -1.49 -4.29
C 1.211741 0.051756 1.477730 0.24 0.11 0.09
C 0.151198 -0.060209 -1.036367 1.33 -0.13 2.29
C -1.074739 -0.573964 -1.731770 -0.45 0.73 -0.06
O 1.253664 -0.021234 -1.536345 -0.99 0.12 0.34
H 1.939106 -0.523632 0.901026 -0.05 0.17 0.09
H 1.680490 0.970762 1.836981 0.08 -0.11 0.08
H 0.880102 -0.544191 2.331539 0.03 0.11 -0.02
H -1.972772 -0.082354 -1.352198 0.10 -0.11 0.15
H -1.169737 -1.647243 -1.553399 0.11 0.05 0.01
H -1.019347 -0.370550 -2.804601 0.21 -0.21 0.14

=====

9
Properties=species:S:1:pos:R:3:forces:R:3 method="wB97M-V/def2-TZVPD" multiplicity=3 e_above_lowest_kj_mol=0.00 s2=2.0173 charge=+1 e_tot_ev=-15664.2092
O -0.801093 0.740021 0.782258 2.87 -0.04 1.16
C -1.365097 0.344179 -0.338239 -2.81 0.80 -1.68
C 0.619598 0.415022 0.725249 -4.29 -1.04 4.02
O -2.510683 0.559435 -0.659629 1.92 -0.44 0.75
O -0.478041 -0.282815 -1.135138 2.30 -1.69 -0.11
C 0.721964 -0.563595 -0.408179 -4.48 -5.35 -0.75
H 0.918868 0.004105 1.698436 0.17 0.88 0.02
Au 2.071481 0.778131 -0.593041 4.54 2.78 -2.43
F 0.823000 -1.994481 -0.071715 -0.21 4.09 -0.98

=====

120
Properties=species:S:1:pos:R:3:forces:R:3 method="wB97M-V/def2-TZVPD" e_above_lowest_kj_mol=922.44 e_tot_ev=-83196.2550
H -2.699471 2.320586 1.391743 0.39 -1.99 0.06
H -3.076177 1.060529 0.589215 0.15 0.33 0.68
O -2.580067 1.304195 1.390712 -0.61 2.11 0.29
H 1.518501 -0.164352 -2.274138 -0.07 -0.81 0.12
H 1.353216 0.845111 -1.081487 -0.53 -1.08 -0.29
O 1.600502 0.736776 -2.001192 1.02 1.07 -1.20
H 0.748350 -3.181010 -1.188285 0.38 -0.11 -0.67
H 0.686412 -2.175188 -2.444595 -0.29 -1.35 1.85
O 0.259211 -2.449540 -1.574336 -0.69 1.64 -0.66
H -1.116588 2.009582 -0.712380 0.44 -0.46 -0.30
H -2.375582 2.285386 -1.550300 -0.59 -0.15 -1.24
O -1.945129 2.494069 -0.747599 0.16 0.34 0.56
H 3.974846 -2.409047 -0.993213 -0.40 0.26 0.81
H 3.338075 -1.519146 0.229617 1.14 -1.07 -1.01
O 4.117111 -2.057181 -0.094993 -0.90 -0.02 0.87
H -4.530632 0.997448 3.187400 0.78 -1.22 -0.15
O -5.242108 1.612104 3.232444 -0.70 1.83 0.92
H 4.786327 -0.774409 -1.055633 0.49 -0.12 0.19
O 4.801335 -0.436921 -1.961272 -0.68 0.71 -0.51
H -4.997258 -1.600671 0.929471 0.07 -1.61 2.22
H -5.883064 -1.310709 1.965957 -0.86 0.10 1.13
O -5.236325 -2.004486 1.854542 0.77 1.29 -2.96
H -4.129811 -1.943534 -0.897759 -0.02 -0.79 -1.23
H -4.014774 -1.638017 -2.351989 0.16 0.46 -0.52
O -4.315477 -2.344012 -1.789806 -0.07 0.10 1.39
H -3.330960 -4.816100 -2.745439 0.04 0.22 -0.60
H -2.936549 -3.585156 -3.510627 -0.15 0.11 0.05
O -3.013153 -4.536241 -3.623093 0.06 -0.35 0.56
H -1.248297 -3.762610 2.911860 0.11 -0.51 -0.23
H -1.379196 -2.415605 3.459225 1.25 -0.37 -0.24
O -0.715838 -2.959622 2.946274 -1.67 0.39 1.53
H -0.092125 1.172474 0.841301 0.14 -0.46 1.60
O 0.319750 1.390704 0.025580 -0.36 -0.08 -1.33
H 1.520316 -1.860885 1.703220 -0.91 -0.40 0.93
H 0.988343 -0.630402 2.706081 -1.34 -0.33 0.69
O 1.574568 -0.977246 2.065684 2.59 0.69 -1.73
H -1.420391 -1.933370 1.801877 0.39 -0.48 -0.65
H -1.006487 -1.682716 0.282978 0.15 -0.46 0.43
O -1.446636 -1.322865 1.063212 -0.31 1.38 -0.73
H 2.092298 -3.766865 -3.913108 0.97 0.51 0.17
H 2.946347 -2.971292 -2.825928 0.64 -0.49 -0.38
O 2.075862 -3.172099 -3.154236 -1.17 0.69 -1.00
H -1.191521 3.326127 0.579644 0.09 0.43 1.09
H -1.927920 4.484881 0.380878 -0.17 0.31 0.94
O -1.522214 4.051831 1.164019 0.22 -0.04 -1.30
H -5.415505 0.710086 0.659677 -0.48 0.55 1.27
H -4.993547 0.583017 -0.713366 0.43 0.38 -1.40
O -5.244924 0.039244 0.014273 -0.08 -0.41 0.15
H 2.300785 4.173154 -0.559923 1.66 1.24 -0.01
H 0.788369 4.709527 -0.428301 -0.64 2.06 0.31
O 1.386971 4.017754 -0.545840 -0.79 -3.42 -0.27
H -2.666458 0.742815 3.001831 -0.07 -0.48 0.34
O -2.936942 0.766260 3.946809 0.16 0.93 -0.45
H 0.095831 -6.312013 -2.684409 -0.06 0.27 -0.83
H 0.760411 -5.032077 -3.532897 -1.09 -1.77 2.19
O 0.601964 -5.493890 -2.636834 0.54 1.06 -1.25
H -1.752989 2.194348 5.006887 -0.15 0.61 -0.51
O -1.561419 2.310973 5.934362 0.49 0.38 1.90
H -2.502360 -0.222079 -4.720475 -0.57 0.30 -0.14
H -3.602477 0.365418 -5.669927 0.46 -0.17 0.97
O -3.372675 0.243600 -4.718698 0.58 -0.17 -1.32
H 4.552208 1.947670 -1.022394 -0.53 -0.28 0.24
H 3.158965 2.348519 -1.716312 1.22 -0.14 1.01
O 4.101237 2.615558 -1.554405 -1.40 0.70 -0.91
H 1.414005 1.368575 -6.115631 0.52 -0.39 0.19
H 2.805948 1.362873 -5.479978 -0.91 -0.56 -0.01
O 2.113704 0.753401 -5.826938 0.11 0.74 -0.17
H 3.834834 1.956223 5.018509 0.57 1.06 0.70
H 3.349777 0.917887 4.197945 0.92 -0.38 -0.52
O 4.218144 1.312741 4.432322 -1.38 -0.91 -0.27
H 6.228231 2.932984 -0.208931 0.25 -0.82 -0.81
H 6.404257 1.585303 -1.139045 0.05 0.87 0.54
O 6.348013 1.965032 -0.238072 0.07 -0.19 0.27
H -3.225528 4.102481 -3.199798 0.27 -0.28 -0.33
H -1.863993 3.342412 -3.234291 0.88 -1.34 -1.39
O -2.361767 3.984159 -2.791424 -1.34 2.02 1.06
H -1.801623 -0.606137 -1.388579 -2.79 1.11 0.27
H -2.431660 -0.073852 -0.211233 0.59 -0.04 2.96
O -2.712295 -0.190951 -1.078511 2.64 -1.64 -3.86
H 2.692763 0.409785 0.743230 -1.44 -0.73 1.06
H 4.211946 0.355555 1.014698 -0.48 0.38 -0.32
O 3.509537 0.738289 0.427831 1.72 0.30 -0.10
H 4.990099 2.579319 2.791866 -0.40 0.62 -0.19
H 4.569535 3.638606 1.721898 0.07 -0.30 0.27
O 4.691307 3.501471 2.671631 0.15 -0.19 -0.17
H -0.055569 4.287214 3.996182 -2.09 0.60 1.91
H -1.042735 5.326955 3.795767 -0.73 0.09 0.54
O -0.882071 4.668768 4.496098 2.84 -0.57 -2.53
H -3.805792 -4.452680 0.144736 -1.24 -0.28 0.10
O -3.058135 -3.911598 0.350734 1.18 -0.23 -0.03
H -5.471797 -0.198763 -2.450377 -0.07 0.38 -2.02
H -5.039292 0.131050 -4.081678 -1.32 0.16 3.28
O -5.661116 0.342735 -3.267335 1.00 -0.63 -0.79
H -2.650148 0.021495 4.463386 0.62 -0.65 0.12
H -4.858326 2.142237 3.979954 -0.92 -0.43 -1.01
H -1.245861 3.202813 6.208638 -0.58 -1.00 -1.16
H 3.929049 0.007355 -1.955350 0.53 0.00 -0.36
H 1.167597 1.823143 0.106254 0.00 1.06 1.11
H -2.391854 -4.347821 -0.201160 0.17 0.46 0.09
O 3.155180 -5.039755 -1.890440 0.74 -1.91 2.88
H 2.332492 -5.542727 -2.037117 -0.10 0.59 -0.43
H 3.390556 -5.444461 -0.988091 0.01 1.13 -1.88
O 2.695934 2.845090 -4.005308 1.35 -0.88 1.37
H 3.288990 2.479029 -3.274099 -1.23 0.33 -1.25
H 3.383313 3.355488 -4.420033 0.21 0.87 -0.69
O 0.450708 1.478006 2.957752 -2.10 0.08 -0.19
H 0.646509 2.418711 3.015586 0.20 0.00 -0.06
H -0.554872 1.473948 2.869796 1.71 -0.11 0.37
O 1.564504 -4.135935 1.585253 -0.89 -0.92 0.68
H 0.594339 -4.035111 1.443821 1.04 -0.10 0.29
H 1.630575 -4.784336 2.339855 -0.09 1.13 -1.14
O -0.552786 -0.923961 -4.575777 0.10 2.09 -2.81
H -0.777256 -1.573788 -3.957161 -0.04 -0.65 2.15
H -0.191092 -0.035937 -4.359199 -0.15 -1.44 0.80
O 5.659003 -0.244516 2.022884 0.14 -0.63 1.01
H 5.754032 -1.153034 2.350438 -0.16 -0.21 -0.88
H 5.730756 0.168804 2.892386 -0.12 0.85 -0.08
O -1.271555 -0.338592 5.807033 0.40 -1.94 -0.63
H -1.447993 0.478543 6.291558 0.95 0.25 0.26
H -0.425585 -0.822916 5.965932 -1.19 1.37 0.37

=====

12
Properties=species:S:1:pos:R:3:forces:R:3 method="wB97M-V/def2-TZVPD" e_above_lowest_kj_mol=433.21 e_tot_ev=-17123.6400
C -0.372714 -0.737328 0.197063 -4.98 1.73 1.70
C -0.769819 0.534002 -0.036303 0.89 0.41 -0.73
C 0.826507 -1.462333 0.351026 0.18 -2.91 2.25
C 0.147307 1.551925 -0.716231 1.56 -0.76 3.36
O -2.064538 -0.896162 1.118434 2.55 -1.24 -0.87
S -2.387219 0.562496 0.514711 0.60 0.67 -0.20
H 1.411359 -1.181811 1.241675 0.00 0.16 -0.38
H 0.721721 -2.610440 0.430976 0.03 1.82 -0.69
H 1.260237 -1.142244 -0.557942 1.41 -0.14 -1.10
H 0.922364 2.060566 0.046887 -1.70 -1.35 -1.56
H 0.679096 0.988775 -1.449038 0.66 0.01 -0.69
H -0.374299 2.332550 -1.141263 -1.20 1.58 -1.10

=====

16
Properties=species:S:1:pos:R:3:forces:R:3 method="wB97M-V/def2-TZVPD" e_above_lowest_kj_mol=85.60 e_tot_ev=-15392.8551
N 0.676088 1.624862 -0.188501 -0.13 -0.87 -1.07
C 0.779460 0.222579 -0.092277 -0.74 -1.58 -0.88
C 2.196528 -0.156074 -0.011854 2.29 -0.39 -1.04
F 2.387724 -1.478168 -0.104465 -0.24 -0.32 -0.40
F 2.959562 0.440521 -0.996494 -0.68 -0.45 0.23
F 2.828686 0.191498 1.118324 -0.51 0.45 0.61
C -0.074513 -0.509012 0.969815 -0.09 -0.28 -1.01
N -1.086841 -0.909946 -0.033573 0.76 -1.56 -0.59
C -0.167809 -0.492334 -1.158369 1.72 -1.92 4.22
H -0.100677 1.941074 0.296358 -1.35 1.22 1.04
H 1.511267 2.104431 -0.051309 1.25 1.15 0.52
H 0.377820 -1.259005 1.625166 -0.03 0.17 -0.21
H -0.511413 0.290287 1.442090 -0.94 1.44 2.50
H -1.323756 -1.911880 -0.033519 0.30 0.69 0.01
H -0.641593 0.225125 -1.632947 -1.89 3.23 -3.12
H 0.311481 -1.235356 -1.731802 0.28 -0.99 -0.80